(1)
Molecular formula: C27H43BrN2P2Sn
Method: DFT, ωB97M-V with the def2-TZVPD basis set

Calculated total energy (hartree): -4633.55288
HOMO energy (spin up / spin down) (eV): -18.542 / -18.478
HOMO-LUMO gap (spin up / spin down) (Ha): 0.182 / 0.180

```
! RIJCOSX wB97M-V def2-TZVPD def2/J DEFGRID3
* xyz 4 1
N 10.12 -1.25 -2.54
C 9.43 -2.32 -2.92
C 8.12 -2.57 -2.47
C 7.49 -1.61 -1.66
C 8.22 -0.46 -1.31
C 9.55 -0.34 -1.75
C 6.10 -1.80 -1.25
Sn -1.17 -1.27 0.06
P -5.42 2.33 -2.13
C 5.20 -0.77 -1.25
C 3.80 -0.91 -0.92
C 2.94 0.20 -1.03
C 1.57 0.06 -0.78
C 1.07 -1.17 -0.38
C 1.88 -2.28 -0.26
C 3.26 -2.16 -0.53
Br -3.68 -0.97 0.99
H 5.79 -2.82 -1.00
H 5.50 0.25 -1.55
H 7.61 -3.47 -2.81
H 7.79 0.33 -0.69
H 9.93 -3.03 -3.59
H 10.16 0.52 -1.44
H 3.35 1.17 -1.31
H 3.91 -3.02 -0.44
H 0.90 0.91 -0.92
H 1.47 -3.24 0.04
P -0.58 0.19 2.15
C -4.54 1.14 -3.25
C -4.85 1.47 -4.70
H -4.89 0.13 -2.99
H -3.47 1.21 -3.04
H -4.68 0.60 -5.34
H -5.90 1.77 -4.83
H -4.22 2.29 -5.08
C -4.01 3.45 -1.72
C -4.50 4.82 -1.26
H -3.40 3.53 -2.63
H -3.41 2.96 -0.94
H -3.71 5.57 -1.38
H -5.37 5.15 -1.84
H -4.78 4.81 -0.20
C -5.44 1.35 -0.58
C -6.79 0.70 -0.31
H -5.14 2.01 0.25
H -4.66 0.58 -0.69
H -6.86 0.41 0.74
H -7.61 1.40 -0.52
H -6.93 -0.20 -0.92
C -1.68 -0.06 3.61
C -1.07 -0.05 5.00
H -2.22 -1.00 3.42
H -2.43 0.75 3.53
H -0.40 -0.91 5.17
H -0.51 0.87 5.22
H -1.88 -0.13 5.73
C -0.86 1.95 1.67
C 0.34 2.89 1.56
H -1.56 2.32 2.44
H -1.42 1.92 0.73
H 0.61 3.31 2.53
H 1.23 2.42 1.12
H 0.07 3.73 0.91
C 1.13 0.13 2.79
C 1.60 -1.29 3.14
H 1.14 0.79 3.66
H 1.78 0.59 2.04
H 2.66 -1.40 2.88
H 1.48 -1.48 4.21
H 1.05 -2.06 2.58
C -3.37 -5.14 1.62
C -2.33 -4.20 1.29
N -1.52 -3.42 0.99
H -2.96 -6.15 1.77
H -4.10 -5.18 0.79
H -3.89 -4.84 2.54
*
```

Atom charges from the Löwdin analysis, given in e for atoms 1 to 5:
1 N 0.3073
2 C 0.0032
3 C 0.0550
4 C -0.1703
5 C 0.0480

(2)
Molecular formula: C14H26Br6O6S3
Method: DFT, ωB97M-V with the def2-TZVPD basis set

Calculated total energy (hartree): -17638.95607
HOMO energy (eV): -10.072
HOMO-LUMO gap (Ha): 0.354

```
! RIJCOSX wB97M-V def2-TZVPD def2/J DEFGRID3
* xyz 0 1
C -5.10 -6.48 -9.60
Br -6.67 -7.48 -8.88
Br -4.03 -5.87 -8.08
Br -5.63 -4.79 -10.57
H -4.50 -7.13 -10.23
C -1.86 -2.77 -0.83
Br -2.30 -0.93 -0.13
Br -3.41 -3.89 -0.29
Br -0.13 -3.40 -0.14
H -1.74 -2.75 -1.92
C 7.58 -3.41 4.58
C 8.08 -2.16 5.38
C 9.41 -2.54 5.93
S 9.74 -4.28 5.88
O 9.00 -4.95 6.99
O 11.11 -4.55 5.64
C 8.60 -4.51 4.42
H 7.17 -3.11 3.61
H 6.75 -3.90 5.09
H 7.40 -1.88 6.18
H 7.98 -1.25 4.78
H 9.72 -2.06 6.86
H 10.03 -1.97 5.24
H 8.22 -5.53 4.35
H 9.12 -4.03 3.59
C 4.76 4.66 -2.38
C 4.01 4.34 -1.01
C 4.32 2.88 -0.61
S 4.45 1.88 -2.11
O 3.09 1.65 -2.63
O 5.37 0.83 -1.94
C 5.32 3.35 -3.04
H 5.56 5.38 -2.20
H 3.99 5.02 -3.06
H 3.00 4.69 -1.17
H 4.35 4.93 -0.16
H 3.54 2.33 -0.09
H 5.29 2.80 -0.13
H 5.21 3.23 -4.12
H 6.35 3.21 -2.72
C -12.15 3.05 -0.37
C -11.06 2.23 -1.08
C -9.94 1.91 -0.09
S -9.83 3.42 0.98
O -8.63 4.22 0.62
O -10.22 3.01 2.34
C -11.41 4.28 0.27
H -12.66 2.52 0.44
H -12.97 3.30 -1.04
H -10.61 2.66 -1.98
H -11.54 1.28 -1.33
H -8.92 1.78 -0.46
H -10.22 1.06 0.52
H -11.09 5.00 -0.48
H -11.89 4.70 1.15
*
```

Atom charges from the natural (NBO) analysis, given in e for atoms 1 to 5:
1 C -0.4378
2 Br 0.0705
3 Br 0.0843
4 Br 0.0580
5 H 0.2250

(3)
Molecular formula: C4H12N2
Method: DFT, ωB97M-V with the def2-TZVPD basis set

Calculated total energy (hartree): -268.79653
HOMO energy (eV): -8.150
HOMO-LUMO gap (Ha): 0.205

```
! RIJCOSX wB97M-V def2-TZVPD def2/J DEFGRID3
* xyz 0 1
C 0.00 -1.68 -0.45
C -0.10 -0.85 0.93
C -1.10 0.42 0.94
C -0.49 1.78 0.28
N 0.80 1.39 -0.27
N 1.00 -1.14 -1.32
H -0.97 -1.56 -0.84
H 0.25 -2.68 -0.12
H 0.88 -0.31 0.94
H -0.42 -1.47 1.75
H -2.13 0.21 0.49
H -1.18 0.14 -1.19
H -0.59 2.52 1.16
H -1.20 2.23 -0.46
H 1.36 2.21 -0.25
H 1.08 -0.11 -0.99
H 1.83 -1.66 -1.55
H -1.34 0.65 2.06
*
```

Atom charges from the natural (NBO) analysis, given in e for atoms 1 to 5:
1 C -0.2134
2 C -0.4434
3 C -0.4721
4 C -0.2810
5 N -0.6316